[1]
Computed, not measured: one molecule with the formula C4H9NO2, with ωB97M-V with the def2-TZVPD basis set.

```
16
Properties=species:S:1:pos:R:3:mulliken_charge:R:1
N 1.417 0.475 1.307 -0.3233
C 1.278 -0.830 0.948 0.4161
O 1.849 -1.742 1.524 -0.6393
C 0.367 -1.087 -0.251 -0.5184
C -1.047 -0.493 -0.118 -0.5604
C -1.271 0.802 -0.898 -0.5356
O -0.323 1.818 -0.574 -0.5911
H 1.944 0.672 2.144 0.2001
H 0.829 1.191 0.896 0.2650
H 0.863 -0.705 -1.158 0.3108
H 0.324 -2.173 -0.348 0.2585
H -1.787 -1.217 -0.479 0.3369
H -1.279 -0.322 0.941 0.3728
H -1.245 0.597 -1.978 0.3526
H -2.266 1.201 -0.668 0.3241
H 0.367 1.816 -1.252 0.3313
```

The value obtained for the energy above the lowest of the compared OMol25 structures with the same formula, charge and spin is 13.6 kcal/mol. As for the net charge: 0. The SMILES is NC(=O)CCCO.


[2]
Computed, not measured: a 14-piece molecular cluster, C16H57F3N24O15 overall in a non-equilibrium geometry, with ωB97M-V with the def2-TZVPD basis set.

```
115
Properties=species:S:1:pos:R:3:mulliken_charge:R:1
O 0.377 -3.569 2.794 -0.2930
H 1.339 -3.628 2.688 0.4071
H 0.057 -2.754 2.307 0.3230
H -0.106 -4.366 2.514 0.5258
C 0.947 -0.233 1.230 -0.4768
O 0.238 0.860 0.648 0.8730
O 0.127 -1.240 1.547 -0.2371
C 2.170 -0.660 0.378 0.1954
F 3.150 -1.226 1.083 -0.2020
F 1.760 -1.580 -0.556 -0.0199
F 2.729 0.315 -0.361 -0.2993
C -0.298 0.622 -0.643 2.3653
C -0.760 1.928 -1.247 -1.0647
H -1.193 1.825 -2.240 -0.2874
H -1.532 2.338 -0.595 0.2981
H 0.077 2.624 -1.312 0.2741
H -1.135 -0.079 -0.556 -1.0379
H 0.395 0.198 -1.373 -0.6537
H 1.401 0.129 2.166 -0.1836
C 7.082 -2.150 2.500 0.5691
O 7.706 -2.563 1.532 -0.6340
N 7.607 -1.274 3.392 -0.3768
N 5.718 -2.256 2.489 -0.2454
H 7.026 -0.906 4.127 0.1763
H 8.591 -1.218 3.579 0.2294
H 5.315 -2.674 1.672 0.1112
H 5.140 -2.079 3.290 0.1645
C -4.771 1.290 -1.388 0.7558
O -4.517 2.052 -2.307 -0.6860
N -5.569 0.191 -1.449 -0.3770
N -4.252 1.508 -0.139 -0.0109
H -6.164 0.046 -2.245 0.2321
H -5.906 -0.234 -0.603 0.1597
H -4.447 0.762 0.505 0.0830
H -3.494 2.145 0.020 -0.2690
C -2.745 -3.180 0.612 0.4296
O -3.608 -3.973 0.952 -0.7403
N -1.470 -3.437 0.272 0.1437
N -3.021 -1.828 0.472 -0.0929
H -0.841 -2.670 0.075 -0.1078
H -0.996 -4.325 0.236 0.0747
H -3.974 -1.735 0.786 0.1637
H -2.288 -1.156 0.614 0.0628
C 0.217 -3.756 -3.401 0.3850
O 1.150 -4.483 -3.680 -0.6896
N 0.299 -2.620 -2.640 0.5305
N -1.075 -3.966 -3.823 -0.3255
H -0.587 -2.242 -2.361 -0.1260
H 1.173 -2.296 -2.280 -0.1103
H -1.825 -3.314 -3.693 0.1345
H -1.246 -4.765 -4.406 0.2291
C 3.461 3.536 -2.521 0.6249
O 3.071 4.550 -3.079 -0.7108
N 4.465 2.760 -3.005 -0.2819
N 2.918 3.114 -1.342 -0.1993
H 4.845 3.016 -3.895 0.2026
H 4.808 2.023 -2.422 0.1990
H 3.150 2.292 -0.818 0.1180
H 2.454 3.840 -0.825 0.1162
C 1.382 3.368 3.961 0.6404
O 1.248 2.519 4.836 -0.7454
N 2.067 4.548 4.109 -0.5120
N 0.785 3.247 2.735 -0.0125
H 2.589 4.568 4.972 0.2785
H 2.506 4.982 3.316 0.2032
H 0.719 4.035 2.114 0.2474
H -0.066 2.702 2.779 -0.2634
C 0.964 -0.933 5.346 0.4901
O 0.963 -2.165 5.318 -0.6824
N 0.347 -0.179 4.406 -0.0967
N 1.564 -0.210 6.334 -0.3360
H 0.674 0.777 4.293 0.3149
H 0.121 -0.736 3.591 0.0678
H 1.911 -0.777 7.087 0.2236
H 1.816 0.756 6.219 0.2109
C -2.670 1.635 2.623 0.5632
O -2.129 2.598 2.101 -0.6255
N -3.818 1.746 3.366 -0.4918
N -2.228 0.351 2.537 0.1507
H -4.278 2.629 3.488 0.2633
H -4.392 0.920 3.375 0.2080
H -1.371 0.339 1.981 -0.7756
H -2.479 -0.336 3.223 0.2817
C -4.438 6.061 0.200 0.5080
O -3.872 6.629 -0.715 -0.6348
N -5.482 6.671 0.854 -0.4260
N -4.093 4.831 0.689 -0.2644
H -5.542 7.640 0.599 0.2487
H -5.826 6.270 1.706 0.1878
H -4.819 4.293 1.129 0.2114
H -3.433 4.344 0.106 0.1504
C -2.138 0.028 -5.032 0.6338
O -0.926 0.136 -5.198 -0.7986
N -2.877 -0.864 -5.747 -0.4402
N -2.861 0.857 -4.225 -0.2300
H -3.868 -0.957 -5.652 0.1597
H -2.296 -1.463 -6.308 0.2372
H -3.840 0.642 -4.193 0.0948
H -2.475 1.747 -3.971 0.2527
C 2.325 0.190 -4.205 0.4475
O 3.517 0.228 -3.942 -0.6587
N 1.403 0.902 -3.505 0.0935
N 1.744 -0.581 -5.159 -0.2071
H 1.732 1.393 -2.692 -0.1484
H 0.434 0.907 -3.774 0.2425
H 0.740 -0.678 -5.269 0.2207
H 2.285 -1.084 -5.839 0.2090
C 1.603 -5.450 -0.454 0.5596
O 0.786 -5.337 0.456 -0.6700
N 2.680 -4.612 -0.641 -0.3129
N 1.586 -6.512 -1.307 -0.4508
H 2.471 -3.632 -0.528 0.0450
H 3.256 -4.910 -1.410 0.2644
H 2.041 -6.463 -2.200 0.2273
H 0.817 -7.142 -1.159 0.2271
```

The value obtained for the energy above the lowest of the compared OMol25 structures with the same formula, charge and spin is 0.0 kcal/mol. As for the net charge: 0.


[3]
Computed, not measured: C32H43Cl2O2P3Zr as an isolated structure in a non-equilibrium geometry, with ωB97M-V with the def2-TZVPD basis set.

```
83
Properties=species:S:1:pos:R:3:mulliken_charge:R:1
P 1.323 1.203 -2.005 1.3910
C 3.004 1.383 -2.805 -0.1450
C 3.412 0.735 -4.003 0.1859
H 2.737 0.023 -4.491 0.2707
C 4.653 1.016 -4.589 -0.7111
H 4.905 0.538 -5.537 0.4209
C 5.519 1.921 -3.993 -0.4502
H 6.455 2.164 -4.454 0.4332
C 5.172 2.537 -2.791 -0.7408
H 5.814 3.255 -2.270 0.3986
C 3.929 2.270 -2.209 -0.1425
H 3.642 2.762 -1.262 0.3597
C 0.618 -0.131 -3.042 0.1921
C 0.925 -1.456 -2.674 -0.5431
H 1.497 -1.620 -1.753 0.5647
C 0.542 -2.531 -3.481 -0.6411
H 0.836 -3.528 -3.123 0.4426
C -0.144 -2.300 -4.664 -0.6401
H -0.409 -3.142 -5.295 0.4337
C -0.485 -1.007 -5.044 -0.6615
H -1.011 -0.818 -5.986 0.4355
C -0.111 0.076 -4.236 -0.1305
H -0.355 1.090 -4.573 0.2999
C 0.512 2.673 -2.812 -0.0308
C 1.060 3.415 -3.913 -0.2232
H 2.070 3.195 -4.281 0.2777
C 0.302 4.412 -4.543 -0.7006
H 0.743 4.939 -5.406 0.4121
C -0.976 4.702 -4.099 -0.5197
H -1.558 5.455 -4.595 0.4349
C -1.497 4.033 -3.001 -0.7228
H -2.495 4.239 -2.593 0.4066
C -0.766 3.049 -2.367 0.0630
H -1.158 2.521 -1.473 0.3430
Zr 0.285 -0.066 3.308 0.3661
C -1.599 -1.142 2.788 0.2645
C -2.084 -1.349 1.530 -0.5177
H -2.223 -1.532 3.663 -0.0547
C -1.263 -0.950 0.322 0.5524
O -2.135 -0.112 -0.494 -0.5904
H -1.717 0.294 -1.285 0.1430
C 0.052 -0.192 0.641 0.5486
H -0.959 -1.880 -0.186 0.1571
C 0.925 0.509 -0.254 -0.7068
Cl -0.254 -0.693 5.513 -0.4676
Cl 2.594 0.666 3.288 -0.5058
P 1.586 -2.468 3.183 1.2882
C 2.415 -2.854 4.767 -1.2007
H 1.638 -3.003 5.531 0.3662
H 3.043 -1.998 5.061 0.3394
H 3.038 -3.758 4.667 0.3998
C 0.605 -3.975 2.908 -1.2110
H 0.030 -3.879 1.973 0.2276
H -0.112 -4.111 3.733 0.3211
H 1.281 -4.844 2.843 0.4330
C 2.960 -2.660 2.010 -1.0066
H 3.727 -1.891 2.198 0.3332
H 2.548 -2.513 0.999 0.1423
H 3.383 -3.675 2.115 0.4348
P -3.714 -2.106 1.262 1.5892
C -4.228 -3.034 2.730 -1.2806
C -3.613 -3.232 -0.137 -1.3078
H -4.236 -2.358 3.594 0.4527
H -3.537 -3.869 2.911 0.3841
H -5.240 -3.452 2.629 0.4080
H -3.179 -2.721 -1.003 0.3217
H -4.617 -3.575 -0.405 0.4618
H -3.009 -4.100 0.150 0.4161
C -4.902 -0.807 0.934 -1.2833
H -5.114 -0.300 1.880 0.3836
H -5.825 -1.214 0.519 0.4554
H -4.441 -0.120 0.219 0.3253
H 2.143 1.047 -0.011 -0.1100
C -2.162 3.495 3.845 -1.0630
C -1.064 2.678 4.402 0.7682
C -0.555 2.891 5.776 -1.1188
O -0.579 1.774 3.671 -0.6625
H -2.258 4.260 4.625 0.4007
H -3.120 2.930 3.738 0.2912
H -1.929 3.979 2.870 0.3040
H 0.003 1.999 6.068 0.2763
H 0.101 3.761 5.831 0.3372
H -1.392 3.075 6.447 0.4318
```

The value obtained for the energy above the lowest of the compared OMol25 structures with the same formula, charge and spin is 54.3 kcal/mol. As for the net charge: +2.


Number 1: Kohn-Sham gap 10.2 eV. Number 2: Kohn-Sham gap 8.6 eV. Number 3: Kohn-Sham gap 7.5 eV.